Record 1
DFT (ωB97M-V/def2-TZVPD) results for C46H82O24PdS10 as an isolated structure.

ORCA input file:
```
! wB97M-V def2-TZVPD RIJCOSX def2/J DEFGRID3
* xyz 0 3
Pd 4.1598 0.6108 1.6246
C 0.1152 -1.0249 1.7040
C 1.3814 -0.4202 1.4760
C 1.5785 0.4763 0.1326
O 2.7120 0.9516 -0.0548
C 0.4817 0.5237 -0.7670
C -0.6659 -0.1936 -0.4896
C -0.9120 -0.9556 0.8437
O -2.0473 -1.4182 1.1658
O -1.5250 -0.1668 -1.4198
O 2.3515 -0.5236 2.2510
H -0.0818 -1.4477 2.6795
H 0.5419 1.1152 -1.6691
C -5.9165 -2.2586 4.9791
C -4.3426 -2.0584 4.6905
C -4.3088 -1.4362 3.3119
S -5.9896 -1.3520 2.5748
O -6.0593 -1.8397 1.2014
O -6.6094 -0.0763 2.9128
C -6.6473 -2.6077 3.7621
H -6.3733 -1.4004 5.4736
H -6.1181 -3.0441 5.7106
H -3.7301 -2.9589 4.7090
H -3.9193 -1.3967 5.4461
H -3.7878 -2.1924 2.7241
H -3.7431 -0.5168 3.1720
H -6.2337 -3.5096 3.3075
H -7.7340 -2.5717 3.7216
C 2.9238 0.7856 -4.5445
C 1.9497 1.8999 -4.7537
C 2.5522 3.2935 -4.6027
S 4.3945 3.0842 -4.4564
O 5.0069 3.8224 -3.3470
O 5.0052 3.0926 -5.7625
C 4.2179 1.3278 -3.8891
H 3.2036 0.3882 -5.5197
H 2.4095 0.0042 -3.9849
H 0.9381 1.7753 -4.3659
H 1.6728 1.8465 -5.8092
H 2.2933 3.6869 -3.6191
H 2.4341 3.9896 -5.4311
H 4.1403 1.4205 -2.8050
H 5.0864 0.7193 -4.1370
C 2.7274 5.3248 1.8384
C 2.2498 4.7410 0.4700
C 3.5461 4.5549 -0.3842
S 4.8503 4.1004 0.8304
O 6.1873 4.5114 0.3998
O 4.6029 2.7215 1.2429
C 4.2175 5.3003 2.0095
H 2.2527 4.6623 2.5610
H 2.2920 6.3179 1.9418
H 1.5574 5.3362 -0.1233
H 1.8346 3.7407 0.5918
H 3.8483 5.5253 -0.7770
H 3.4932 3.7740 -1.1411
H 4.6321 6.2336 1.6253
H 4.7172 5.1639 2.9679
C -1.0881 -4.9753 -0.4166
C -2.3680 -5.2771 0.4207
C -3.4486 -5.6513 -0.6317
S -3.2506 -4.3887 -1.9659
O -4.2861 -3.3396 -1.7984
O -3.1715 -5.0755 -3.2219
C -1.5649 -3.8636 -1.3601
H -0.8191 -5.8573 -1.0056
H -0.0928 -4.8886 0.0206
H -2.6441 -4.4195 1.0355
H -2.0625 -6.0193 1.1594
H -4.5009 -5.6215 -0.3555
H -3.1393 -6.5817 -1.1070
H -1.7940 -2.9750 -0.7692
H -0.8681 -3.6180 -2.1607
C 2.4201 -2.6937 -2.4523
C 2.4737 -3.9793 -1.6521
C 3.1144 -3.7255 -0.2882
S 4.4377 -2.5315 -0.5029
O 5.7042 -3.2531 -0.7461
O 4.4346 -1.3867 0.3897
C 3.7591 -1.9240 -2.1215
H 1.5737 -2.0636 -2.1738
H 2.2717 -2.8456 -3.5212
H 3.1525 -4.6424 -2.1911
H 1.4678 -4.3962 -1.6620
H 3.4086 -4.5241 0.3928
H 2.3850 -3.2253 0.3555
H 4.5240 -1.9077 -2.8962
H 3.5673 -0.8937 -1.8185
C 2.4522 -2.9868 5.7232
C 2.0050 -4.3857 6.0335
C 3.0679 -5.3354 5.4393
S 3.6276 -4.4695 3.8778
O 3.0508 -5.1281 2.6907
O 5.0697 -4.3710 4.0569
C 2.8663 -2.8878 4.2107
H 3.3032 -2.6345 6.3076
H 1.5984 -2.3511 5.9587
H 1.0144 -4.4443 5.5829
H 2.0164 -4.5073 7.1163
H 2.8638 -6.3824 5.2219
H 4.0055 -5.2799 5.9918
H 1.9430 -2.9189 3.6303
H 3.4652 -2.0492 3.8614
C -2.7275 -0.7371 -4.7806
C -2.2242 -2.1050 -4.4413
C -0.7545 -2.1576 -4.8709
S -0.7545 -1.4301 -6.5511
O -0.8672 -2.4094 -7.6177
O 0.2943 -0.4496 -6.5707
C -2.4213 -0.6342 -6.3042
H -2.2297 -0.0032 -4.1461
H -3.7703 -0.7379 -4.4632
H -2.8343 -2.8068 -5.0117
H -2.4062 -2.2628 -3.3792
H -0.2421 -3.1143 -4.7795
H -0.2742 -1.4296 -4.2150
H -3.1756 -1.2377 -6.8122
H -2.5435 0.2811 -6.8845
C 1.3909 0.6042 6.2878
C 0.5467 0.4075 4.9871
C 0.4733 1.7751 4.3540
S 2.2873 2.3217 4.4326
O 2.3508 3.6990 4.8592
O 3.0708 1.8718 3.2563
C 2.6437 1.2867 5.9233
H 1.4742 -0.3015 6.8867
H 0.8808 1.3234 6.9327
H -0.3817 0.1080 5.4751
H 0.9313 -0.4174 4.3892
H -0.0691 2.4750 4.9891
H 0.1109 1.8482 3.3297
H 3.1545 1.9746 6.5964
H 3.3796 0.4977 5.7551
C -1.1480 3.5219 1.2144
C -2.3688 2.7887 0.7394
C -3.6725 3.6504 0.6405
S -3.1355 5.4105 0.8736
O -3.3624 6.2169 -0.3036
O -3.5120 5.8192 2.2203
C -1.3103 5.0121 0.9409
H -0.2565 3.1427 0.7153
H -1.0351 3.3652 2.2881
H -2.6345 1.8607 1.2450
H -2.1884 2.5200 -0.3027
H -4.1551 3.5675 -0.3317
H -4.3521 3.4877 1.4759
H -1.0229 5.3647 -0.0517
H -0.7850 5.7403 1.5590
C -1.8603 3.7619 -4.5024
C -2.9050 3.4271 -5.6378
C -4.0639 2.5824 -5.0666
S -3.8635 2.6013 -3.2366
O -4.2169 1.3075 -2.5815
O -4.4950 3.7936 -2.6725
C -2.0521 2.7996 -3.3382
H -2.0930 4.7884 -4.2144
H -0.8739 3.8702 -4.9532
H -2.3620 2.8531 -6.3890
H -3.2065 4.3607 -6.1108
H -3.8230 1.5475 -5.3110
H -5.1157 2.7302 -5.3050
H -1.6130 1.8455 -3.6286
H -1.5900 3.2469 -2.4594
*
```

Summary:
Lowest unoccupied orbital energy (alpha / beta): -0.884 / -3.330 eV

=====

Record 2
DFT (ωB97M-V/def2-TZVPD) results for C46H84MnN10O2 as an isolated structure.

ORCA input file:
```
! wB97M-V def2-TZVPD RIJCOSX def2/J DEFGRID3
* xyz -1 7
Mn 0.6747 3.9664 -0.4977
C -0.9155 0.0622 0.8214
C 0.3070 0.6450 0.1563
C 0.8680 -0.3557 -0.9402
O 0.0945 1.9338 -0.3398
H -1.6984 -0.0056 0.0660
H -1.1411 0.7019 1.6746
H -0.7341 -0.9386 1.2134
H 1.0715 0.6952 0.9316
H 0.1468 -0.5210 -1.7406
H 0.9699 -1.3115 -0.4261
H 1.8303 -0.1781 -1.4203
C 2.8240 2.6825 -3.3337
C 3.2963 3.9552 -2.5467
C 3.4793 5.2300 -3.3941
O 2.5442 4.1626 -1.4047
H 3.4287 2.4478 -4.2097
H 1.8721 2.8810 -3.8262
H 2.6578 1.7948 -2.7235
H 4.2843 3.7007 -2.1629
H 4.0034 4.9591 -4.3106
H 3.8995 6.0602 -2.8265
H 2.5668 5.7062 -3.7530
C 2.0109 -4.5271 -0.3981
C 0.7454 -4.5676 0.5178
C 0.9503 -5.3791 1.7706
C 1.5343 -6.7190 1.6393
N 2.0288 -7.7591 1.5483
H 2.8338 -4.0154 0.1010
H 1.7565 -3.9911 -1.3124
H 2.3809 -5.5264 -0.6276
H -0.1464 -5.0109 0.0748
H 0.5457 -3.5413 0.8260
H -0.0212 -5.5526 2.2335
H 1.6827 -4.9345 2.4443
C -4.9060 5.1173 2.2086
C -4.0000 4.4173 3.3213
C -2.8363 3.5729 2.7430
C -2.1141 4.0963 1.5596
N -1.5435 4.5204 0.6297
H -4.2901 5.6586 1.4905
H -5.5030 5.8319 2.7752
H -5.4856 4.4248 1.5981
H -4.5642 3.7591 3.9819
H -3.6149 5.1922 3.9841
H -3.2517 2.6071 2.4551
H -2.1466 3.3650 3.5610
C -2.4195 -3.2921 3.0251
C -3.1145 -2.4287 1.9841
C -4.6013 -2.8345 1.7945
C -5.4706 -2.6362 3.0091
N -6.1379 -2.5161 3.9685
H -1.5074 -2.7910 3.3493
H -2.1718 -4.2854 2.6508
H -3.0984 -3.3910 3.8721
H -2.5872 -2.4659 1.0308
H -3.0046 -1.3888 2.2920
H -4.6571 -3.8786 1.4867
H -5.0428 -2.2600 0.9801
C -1.8578 -2.8751 -1.9787
C -2.3818 -4.2112 -2.5116
C -3.4014 -4.9161 -1.6162
C -4.6428 -4.1980 -1.3641
N -5.6612 -3.6762 -1.1641
H -2.7126 -2.2200 -1.8109
H -1.1730 -2.3481 -2.6431
H -1.2518 -3.0700 -1.0938
H -1.5758 -4.9085 -2.7402
H -2.7774 -4.0301 -3.5109
H -2.9808 -5.0829 -0.6245
H -3.6261 -5.8806 -2.0714
C 1.6978 -1.7804 3.5461
C 2.8509 -1.1271 4.2925
C 4.0470 -2.1349 4.6078
C 4.4419 -3.0579 3.5353
N 4.7257 -3.8663 2.7187
H 1.3265 -2.6558 4.0789
H 2.0153 -2.0883 2.5498
H 0.8680 -1.0807 3.4476
H 2.5237 -0.6856 5.2338
H 3.1218 -0.3279 3.6026
H 3.8198 -2.8161 5.4278
H 4.9923 -1.6201 4.7793
C -1.0949 1.0555 -4.2538
C -2.0107 2.1240 -4.9261
C -1.7019 3.6186 -4.6581
C -1.0443 3.9160 -3.3723
N -0.5158 4.2388 -2.3512
H -1.6061 0.0960 -4.3321
H -1.0685 1.3009 -3.1921
H -0.1234 1.0724 -4.7478
H -3.0330 1.8682 -4.6475
H -2.0160 1.9653 -6.0045
H -2.6540 4.1439 -4.5827
H -1.1002 4.0707 -5.4467
C -5.6565 0.4322 0.2154
C -4.3284 1.2081 0.4446
C -3.4978 1.5251 -0.7992
C -4.0606 2.4877 -1.7430
N -4.5079 3.2338 -2.4993
H -5.8725 -0.2352 1.0496
H -5.5595 -0.2447 -0.6334
H -6.4643 1.1072 -0.0675
H -3.7010 0.6457 1.1360
H -4.5430 2.1348 0.9768
H -3.1516 0.6545 -1.3563
H -2.5935 2.1026 -0.6073
C 0.3415 3.7549 5.3341
C 0.7889 2.3897 4.7600
C 1.8615 2.4473 3.6699
C 1.4399 3.3473 2.5890
N 1.1600 4.0784 1.7081
H 1.2213 4.3865 5.4573
H -0.2547 3.6241 6.2372
H -0.2814 4.2308 4.5767
H -0.1035 1.9345 4.3304
H 1.0525 1.7341 5.5900
H 2.0399 1.5093 3.1442
H 2.8025 2.8358 4.0594
C 4.8207 -0.8591 -0.3977
C 4.1533 -0.1859 0.8100
C 4.0258 1.3254 0.6360
C 5.3071 1.9616 0.4675
N 6.3349 2.4856 0.3394
H 4.1502 -0.7548 -1.2507
H 4.9221 -1.9439 -0.3652
H 5.8106 -0.4536 -0.6071
H 4.7002 -0.3370 1.7406
H 3.1521 -0.6061 0.9056
H 3.5249 1.8217 1.4672
H 3.4009 1.5118 -0.2375
C 1.9237 -1.8032 -4.0704
C 2.8339 -0.9696 -5.0197
C 4.1036 -1.7034 -5.4712
C 5.0548 -2.0870 -4.3886
N 5.7934 -2.4069 -3.5603
H 1.0623 -1.1636 -3.8779
H 2.4299 -1.9175 -3.1119
H 1.5877 -2.7087 -4.5756
H 2.9831 0.0327 -4.6182
H 2.3121 -0.7653 -5.9547
H 4.6771 -1.1313 -6.2006
H 3.8214 -2.6235 -5.9829
*
```

Summary:
Lowest unoccupied orbital energy (alpha / beta): 1.692 / 1.679 eV

=====

Record 3
DFT (ωB97M-V/def2-TZVPD) results for a 8-piece molecular cluster, C46H84N9O9P2 overall.

ORCA input file:
```
! wB97M-V def2-TZVPD RIJCOSX def2/J DEFGRID3
* xyz -1 1
C 9.7892 5.3714 -0.0407
C 8.6564 4.6349 -0.0047
C 8.6284 3.2890 -0.6292
O 9.5419 2.8614 -1.2995
O 7.4783 2.6406 -0.4167
C 7.3963 1.3189 -0.9843
C 6.0786 0.6791 -0.5691
C 4.9244 0.9404 -1.5440
C 4.3432 2.3450 -1.3829
C 2.8808 2.4708 -1.8651
C 1.9282 1.8918 -0.8235
C 0.4058 1.8634 -1.1810
C -0.0164 3.2565 -1.6912
C -1.1293 3.4079 -2.7362
C -0.9928 4.7424 -3.5076
C -0.5848 5.9533 -2.6733
C -1.4903 6.2573 -1.4830
O -2.8426 5.8988 -1.7302
C -3.6613 6.2850 -0.6595
C 0.2892 0.7199 -2.2516
O 0.6950 1.0135 -3.3990
O -0.0981 -0.3792 -1.8462
N -0.3179 1.5507 0.0931
C 0.3036 0.4863 0.9011
P -0.6573 -0.4398 2.1090
O 0.3167 -1.2661 2.8580
O -1.7255 -1.3914 1.4076
O -1.3844 0.5379 3.1622
P -2.0033 1.4824 0.1773
N -2.6203 1.0818 -1.3733
O -2.4570 3.0841 0.2553
H 9.7896 6.3934 -0.4100
H 10.7444 4.9686 0.2794
H 7.7702 4.9774 0.5224
H 8.2446 0.7320 -0.6289
H 7.4897 1.3875 -2.0701
H 5.8357 1.0746 0.4216
H 6.2539 -0.3900 -0.4311
H 4.1697 0.1682 -1.3924
H 5.3379 0.8530 -2.5537
H 4.3484 2.6146 -0.3188
H 4.9734 3.0842 -1.8835
H 2.8157 1.9328 -2.8085
H 2.7234 3.5359 -2.0306
H 2.2634 0.8677 -0.6559
H 2.0621 2.4732 0.0963
H 0.8511 3.7847 -2.0765
H -0.3236 3.8232 -0.8088
H -2.1241 3.4063 -2.2998
H -1.1128 2.6201 -3.4867
H -1.9727 4.9854 -3.9321
H -0.3294 4.5783 -4.3519
H 0.4339 5.8314 -2.2999
H -0.5697 6.8356 -3.3197
H -1.1432 5.7972 -0.5503
H -1.4643 7.3436 -1.3007
H -4.7044 6.1605 -0.9521
H -3.4774 5.6764 0.2348
H -3.5123 7.3401 -0.3935
H 1.0897 0.9209 1.5268
H 0.7717 -0.2845 0.2879
H -2.6372 -1.0827 1.5230
H -2.3353 0.5753 2.9942
H -2.9203 0.1121 -1.3171
H -3.4490 1.6204 -1.6025
H -3.0966 3.3059 -0.4282
C -3.9141 -4.9360 1.3507
C -4.1824 -5.1275 -0.1377
C -3.4466 -4.0964 -1.0008
C -3.8474 -2.7308 -0.6774
N -4.1183 -1.6456 -0.4226
H -4.2685 -3.9635 1.6993
H -4.4274 -5.7052 1.9308
H -2.8471 -5.0017 1.5708
H -5.2569 -5.0625 -0.3256
H -3.8675 -6.1258 -0.4439
H -3.6472 -4.2673 -2.0595
H -2.3679 -4.1693 -0.8476
C -6.5630 -3.8558 4.2665
C -6.9985 -2.4847 4.7719
C -7.0028 -1.4234 3.6664
C -5.6689 -1.2527 3.0931
N -4.6175 -1.1198 2.6556
H -5.5396 -3.8356 3.8899
H -6.6003 -4.5913 5.0710
H -7.2142 -4.2053 3.4626
H -6.3343 -2.1653 5.5772
H -8.0017 -2.5530 5.1958
H -7.3305 -0.4612 4.0609
H -7.6870 -1.7075 2.8647
C -8.9146 -6.1878 7.6955
C -7.6069 -5.5588 8.1593
C -7.8175 -4.3817 9.1188
C -8.5854 -3.3065 8.4895
N -9.1884 -2.4636 7.9959
H -9.5215 -5.4742 7.1364
H -8.7194 -7.0370 7.0410
H -9.5027 -6.5444 8.5435
H -7.0383 -5.2186 7.2923
H -6.9981 -6.3103 8.6645
H -6.8577 -3.9722 9.4357
H -8.3544 -4.7072 10.0116
C 4.2639 2.8684 -7.0883
C 3.8664 1.9042 -5.9771
C 2.4264 2.0981 -5.4892
C 2.2190 3.4383 -4.9502
N 2.0524 4.4850 -4.5057
H 4.2246 3.9044 -6.7450
H 5.2840 2.6729 -7.4213
H 3.6006 2.7708 -7.9513
H 4.5535 2.0240 -5.1370
H 3.9703 0.8768 -6.3311
H 2.1661 1.3868 -4.7018
H 1.7116 1.9491 -6.3013
C 2.4138 -1.9395 5.3225
C 2.2438 -3.4404 5.4994
C 3.1568 -4.0392 6.5783
C 4.5759 -3.8489 6.2749
N 5.6889 -3.6995 6.0351
H 3.4230 -1.6882 4.9901
H 1.7132 -1.5745 4.5710
H 2.2205 -1.4087 6.2592
H 2.4326 -3.9391 4.5472
H 1.2089 -3.6555 5.7715
H 2.9797 -5.1117 6.6777
H 2.9528 -3.5742 7.5450
C 6.7816 7.3664 -4.6586
C 5.3433 6.8611 -4.6625
C 5.1063 5.7173 -3.6703
C 5.9456 4.5634 -3.9908
N 6.6155 3.6649 -4.2435
H 7.4774 6.5826 -4.9616
H 6.8995 8.1982 -5.3543
H 7.0730 7.7148 -3.6653
H 5.0776 6.5259 -5.6669
H 4.6677 7.6799 -4.4100
H 4.0617 5.4051 -3.7044
H 5.3331 6.0408 -2.6522
C -1.6273 -7.8153 -3.7883
C -1.3465 -9.0768 -2.9810
C -2.6263 -9.7983 -2.5386
C -3.4523 -8.9414 -1.6884
N -4.1033 -8.2555 -1.0376
H -2.1745 -7.0794 -3.1976
H -0.6960 -7.3498 -4.1081
H -2.2147 -8.0412 -4.6804
H -0.7536 -8.8217 -2.1010
H -0.7501 -9.7686 -3.5782
H -2.3833 -10.7015 -1.9775
H -3.2191 -10.0920 -3.4067
*
```

Summary:
Lowest unoccupied orbital energy: 1.627 eV
Relative energy (zero: lowest compared OMol25 entry of this formula, charge and spin): 0.0 kcal/mol

=====

Max |F| across the listed records, respectively: 4.84, 5.63, 1.73 eV Å⁻¹.
E across the listed records, respectively: -7717.09666, -3652.07027, -3655.95071 hartree.